{
  "formula": "C3H4O3Tm",
  "method": "wB97M-V/def2-TZVPD",
  "species": ["Tm", "H", "H", "O", "C", "H", "O", "C", "C", "O", "H"],
  "coordinates": [[1.982, 0.090, -0.469], [0.507, -2.392, 0.183], [-2.179, -1.503, -1.089], [0.222, 1.375, 0.284], [-0.893, -1.013, 0.543], [-3.230, -0.779, -0.145], [0.300, -1.476, -0.045], [-0.833, 0.824, 0.494], [-2.144, -0.841, -0.217], [-2.027, 0.964, 0.126], [-0.986, -1.363, 1.577]],
  "atomic_forces_ev_per_a": [[-1.247, 0.920, 0.576], [-0.176, -0.795, 0.150], [1.099, 1.304, -1.781], [3.010, 0.043, -0.228], [-0.993, 2.581, 2.994], [-0.114, -0.186, 2.233], [1.005, 0.890, -1.010], [-2.867, -4.148, -1.881], [-0.759, -0.688, -0.504], [1.083, 0.165, -0.454], [-0.041, -0.087, -0.096]],
  "total_charge": 3,
  "homo_lumo_gap_ev": [8.1, 4.6],
  "s_squared": 2.01,
  "spin_multiplicity": 3
}

---

{
  "formula": "C9H30N2O6",
  "method": "wB97M-V/def2-TZVPD",
  "species": ["H", "H", "C", "H", "H", "H", "H", "N", "H", "H", "O", "H", "C", "H", "C", "H", "O", "H", "O", "C", "H", "N", "H", "O", "H", "H", "H", "H", "H", "H", "H", "H", "H", "H", "O", "C", "H", "O", "H", "H", "H", "C", "H", "C", "H", "C", "C"],
  "coordinates": [[0.730, 2.544, 2.580], [2.725, 2.302, -2.933], [-2.321, 0.915, -2.361], [-0.753, 1.399, 0.869], [1.458, 1.287, -3.645], [-2.932, 1.082, -3.251], [1.073, 2.820, -2.882], [0.614, -3.495, -2.589], [-0.586, 3.650, 1.205], [-0.871, -4.456, 3.973], [0.851, 4.660, 2.206], [1.616, 1.119, 2.755], [-2.417, -0.557, -1.903], [1.195, 5.424, 2.754], [0.121, -4.001, 2.059], [-1.840, -3.331, 2.979], [1.960, 2.149, 0.968], [1.615, 1.833, -0.828], [0.077, -3.031, 1.068], [-0.795, -3.612, 3.275], [-1.221, 1.158, -2.440], [1.672, -1.795, -1.470], [0.110, -0.080, 1.043], [1.211, -1.640, -3.676], [1.969, 3.108, 1.019], [-0.715, -0.848, -0.970], [-1.022, 3.965, 2.833], [-2.004, -1.117, -2.784], [1.854, -0.763, -1.510], [-2.756, 1.602, -1.582], [-0.358, -4.904, 1.570], [-0.744, 0.541, 2.368], [-0.393, -2.737, 3.807], [1.685, -2.302, -0.619], [-1.671, -0.857, -0.704], [1.176, -2.260, -2.627], [-1.123, 5.311, 1.697], [1.471, 1.221, -1.583], [1.119, -4.225, 2.390], [-0.686, -2.457, 1.136], [0.086, -3.712, -3.395], [-0.532, 4.425, 1.994], [-3.497, -0.886, -1.663], [1.033, 1.688, 1.963], [0.248, -3.927, -1.780], [1.681, 1.943, -2.795], [-0.115, 0.848, 1.479]],
  "atomic_forces_ev_per_a": [[-0.291, -0.326, -0.574], [-0.350, -0.404, 0.321], [0.250, 0.321, 1.899], [-1.137, 0.814, -1.398], [0.003, 0.007, 0.363], [0.518, -0.095, -0.226], [-0.724, 0.555, 0.143], [0.014, -0.903, -0.252], [0.047, 0.732, 0.165], [0.056, 0.253, -0.108], [1.344, 0.988, 0.406], [-0.333, 0.166, -1.140], [-0.826, -0.323, -0.360], [-1.597, -1.260, -0.906], [-3.424, -1.103, 0.574], [0.893, -0.403, -0.103], [-0.525, -0.226, -0.130], [0.002, -0.705, -0.148], [1.286, 1.082, -0.994], [0.146, 0.011, -0.396], [-1.244, -0.054, -0.399], [0.543, 2.490, -0.295], [0.813, -0.971, -0.899], [0.054, 0.567, -0.345], [0.004, 0.295, 0.219], [-1.033, 0.049, 0.382], [-0.118, -0.048, 0.792], [-0.530, -0.133, 0.892], [0.018, -1.289, 0.442], [0.469, -0.612, -0.532], [0.820, 0.345, 0.894], [0.642, 0.527, -0.610], [0.057, -0.274, -0.083], [-0.234, -0.306, 0.573], [0.923, 0.212, -1.065], [-0.323, -0.201, -0.201], [0.504, -0.284, 0.021], [0.075, 0.722, -0.243], [0.524, 0.100, -0.073], [-0.349, 0.014, 0.101], [-0.266, -0.150, -0.910], [-0.292, 0.306, -0.675], [1.658, 0.532, -0.592], [1.426, -0.555, 2.277], [-0.036, 0.015, 1.112], [0.950, -0.554, -0.490], [-0.405, 0.075, 2.574]],
  "total_charge": 0,
  "smiles": "NC(N)=O.CCO.CCO.CCO.CO.CO",
  "homo_lumo_gap_ev": 9.8
}

---

{
  "formula": "CH9N2O",
  "method": "wB97M-V/def2-TZVPD",
  "species": ["N", "O", "H", "C", "H", "H", "H", "H", "H", "H", "N", "H", "H"],
  "coordinates": [[1.678, 0.494, -1.007], [-0.563, 0.931, 0.338], [-1.913, 0.047, 1.634], [-1.439, -0.212, 0.692], [-1.139, 1.687, 0.166], [2.370, 0.920, -0.394], [-0.450, -1.849, -0.034], [1.615, 1.038, -1.866], [-2.186, -0.317, -0.086], [0.048, -1.369, 1.476], [-0.729, -1.418, 0.835], [0.730, 0.503, -0.515], [1.978, -0.455, -1.240]],
  "atomic_forces_ev_per_a": [[0.065, -0.237, -0.143], [-0.180, -0.462, -0.150], [-0.040, 0.085, 0.056], [-0.065, 0.018, 0.314], [0.149, 0.121, 0.003], [0.075, 0.047, 0.055], [-0.107, -0.135, -0.022], [0.027, 0.036, -0.037], [-0.142, -0.019, -0.108], [-0.114, -0.123, 0.260], [0.426, 0.268, -0.334], [-0.074, 0.327, 0.071], [-0.022, 0.074, 0.035]],
  "total_charge": 1,
  "homo_lumo_gap_ev": 10.3
}

---

{
  "formula": "C3H3NOS2",
  "method": "wB97M-V/def2-TZVPD",
  "species": ["H", "H", "N", "H", "C", "C", "S", "C", "O", "S"],
  "coordinates": [[0.298, -2.224, 0.852], [-0.830, -2.474, -0.441], [-0.259, -1.854, 0.104], [1.131, 0.158, 1.317], [0.422, 1.772, 0.111], [-0.239, -0.534, -0.166], [-1.244, 0.016, -1.492], [0.487, 0.410, 0.491], [0.968, 2.746, 0.545], [-0.734, 1.984, -1.322]],
  "atomic_forces_ev_per_a": [[-0.036, -0.042, -0.033], [0.053, -0.092, 0.082], [-0.066, -0.087, -0.061], [0.101, -0.083, 0.140], [-0.399, 0.283, -0.581], [0.028, 0.704, -0.124], [-0.020, -0.428, 0.075], [0.095, -0.710, 0.286], [0.126, 0.111, 0.144], [0.118, 0.345, 0.072]],
  "total_charge": 0,
  "smiles": "Nc1cc(=O)ss1",
  "homo_lumo_gap_ev": 8.8
}

---

So what do the calculations give for electronic energy? Going down the list: -38808.3003 -25083.5970 -6204.2006 -28367.8340 eV.